[1]
Density functional theory data (ωB97M-V/def2-TZVPD) for the ion C11H12NO3 with charge +1 in a non-equilibrium geometry.

Results
Molar mass   206.22 g/mol
LUMO energy   -0.1744 hartree
E   -706.47684 Eh
HOMO-LUMO gap   6.77 eV
Spin multiplicity   1
Charge   +1
HOMO level   -11.517 eV
Energy above the lowest of the compared OMol25 structures with the same formula, charge and spin   40.1 kcal/mol

Last column: Mulliken charge in e.
Atoms and positions in Å:
C: -3.2380 1.0889 0.4854  -0.74
C: -1.9340 1.2741 0.7513  -0.34
C: -2.8162 -1.2237 -0.2152  -1.18
C: -1.4168 -0.9262 -0.0219  1.29
C: -3.6850 -0.1186 -0.0676  1.00
C: -0.4505 -1.9137 -0.3961  -1.21
C: -0.9837 0.2668 0.5714  0.11
C: 0.7798 -2.1517 -0.0335  0.72
C: 1.2809 0.5183 -0.0939  0.08
C: 4.9737 1.1861 0.1999  -1.17
C: 3.7092 0.2686 -0.1751  -0.23
N: -4.9856 -0.1688 -0.3344  -0.46
O: 1.8715 -2.4993 0.1820  -0.37
O: 0.3632 0.6072 0.7754  -0.26
O: 2.4643 0.9807 0.2755  -0.22
H: -3.8750 2.0368 0.4282  0.26
H: -1.4654 2.3224 0.9126  0.29
H: -3.2200 -2.1230 -0.7271  0.28
H: -0.7809 -2.6945 -1.0462  0.40
H: 1.0752 0.2317 -1.1133  0.63
H: 5.8624 0.6377 -0.0984  0.39
H: 5.0274 2.2884 -0.1330  0.32
H: 4.9651 1.1949 1.3362  0.33
H: 3.8912 -0.7197 0.2857  0.31
H: 3.6375 0.2112 -1.2281  0.39
H: -5.6832 0.4403 0.0078  0.21
H: -5.3672 -1.0149 -0.5277  0.19

Atoms 1-3, force components in eV/Å:
C -0.77 2.16 -0.83
C 3.12 2.36 0.44
C 0.98 1.83 -0.66


[2]
Density functional theory data (ωB97M-V/def2-TZVPD) for a structure of composition C5H10S in a non-equilibrium geometry.

Results
Molar mass   102.20 g/mol
LUMO energy   0.0347 hartree
E   -594.66595 Eh
HOMO-LUMO gap   9.27 eV
Spin multiplicity   1
HOMO level   -8.327 eV
Energy above the lowest of the compared OMol25 structures with the same formula, charge and spin   18.3 kcal/mol

Last column: Mulliken charge in e.
Atoms and positions in Å:
C: -1.2441 -1.2009 0.1057  -1.56
C: -0.2153 -0.0583 0.2562  1.25
C: 0.4783 -0.1751 1.6400  -1.37
C: 0.7172 0.0785 -0.9491  -1.14
C: 0.3606 1.5501 -1.2476  -0.47
H: -1.6066 -1.2560 -0.9176  0.39
H: -2.0919 -1.0302 0.7358  0.39
H: -0.7066 -2.1231 0.2813  0.41
H: 1.2450 0.5904 1.8133  0.35
H: 0.8572 -1.2128 1.5810  0.38
H: -0.2252 -0.1214 2.4442  0.38
H: 1.6944 -0.0074 -0.6059  0.33
H: 0.5521 -0.7061 -1.7130  0.33
H: 1.1603 2.2481 -1.0920  0.27
H: -0.0298 1.8439 -2.2764  0.29
S: -0.9456 1.5804 -0.0559  -0.23

Atoms 1-3, force components in eV/Å:
C 1.05 0.79 -0.73
C -1.13 -0.52 0.94
C 0.15 -0.65 -1.65


[3]
Density functional theory data (ωB97M-V/def2-TZVPD) for a structure of composition C27H24AuBr2FN5O3 in a non-equilibrium geometry.

Results
Molar mass   842.29 g/mol
LUMO energy   -0.3465 hartree
E   -6925.37593 Eh
HOMO-LUMO gap   6.70 eV
Spin multiplicity   1
Charge   +3
HOMO level   -16.127 eV
Energy above the lowest of the compared OMol25 structures with the same formula, charge and spin   53.6 kcal/mol

Last column: Mulliken charge in e.
Atoms and positions in Å:
Au: -1.7038 0.9746 0.4404  0.63
Br: 3.2050 5.0492 2.2470  -0.02
C: 2.2814 3.6726 1.3680  -0.19
C: 2.7171 2.3633 1.4172  -0.32
C: 1.9700 1.3984 0.7546  -0.62
N: 0.8940 1.6611 0.0229  -0.19
C: 0.4764 2.9232 -0.0194  0.48
C: 1.1524 3.9712 0.6148  -0.46
C: -1.3407 2.9209 -1.7446  0.94
C: -1.6783 3.6613 -2.8695  -0.57
C: -2.8042 3.3088 -3.5817  0.16
Br: -3.2927 4.2674 -5.1036  -0.04
C: -3.5784 2.2254 -3.1510  -0.67
C: -3.1898 1.5596 -2.0259  -0.22
N: -2.0761 1.8940 -1.3171  -0.33
H: 3.6275 2.0898 1.9311  0.51
H: 2.2827 0.3610 0.7916  0.51
H: 0.7537 4.9747 0.5468  0.54
H: -1.0473 4.4868 -3.1647  0.52
H: -4.4652 1.9183 -3.6851  0.45
H: -3.7594 0.7225 -1.6501  0.39
F: -0.3920 -2.4698 6.3141  -0.32
C: -0.3746 -1.1510 6.0883  0.36
C: -0.6391 -0.7350 4.8229  -0.74
C: -0.5748 0.6246 4.4910  0.44
C: -0.8659 1.0570 3.1525  2.24
O: -1.2959 0.2342 2.2957  -1.08
C: -0.6739 2.4484 2.9072  0.49
C: -0.3818 3.3134 3.9528  -0.66
N: -0.1848 2.9057 5.1944  0.21
C: 0.1307 3.8932 6.2257  -0.39
C: -0.8950 4.1924 7.2798  -0.42
C: -0.5853 5.2088 6.2246  -0.97
C: -0.2490 1.5365 5.5070  -0.74
C: -0.0095 1.0970 6.8067  -0.52
C: -0.0633 -0.2595 7.1565  0.18
N: 0.1769 -0.7113 8.4332  0.02
C: -0.1835 -2.0724 8.8781  -0.38
C: 0.1465 -2.2833 10.3435  -1.25
N: -0.4968 -1.2311 11.2080  -0.02
C: -0.2765 0.1777 10.6747  -0.68
C: 0.6829 0.1467 9.4936  -0.61
C: -1.0219 3.1086 1.6557  -0.63
O: -1.7150 3.9400 1.2874  -0.22
O: -0.1899 3.3301 -1.1432  -0.26
H: -0.8739 -1.4706 4.0652  0.58
H: -0.3079 4.3813 3.7915  0.72
H: 1.1772 3.8744 6.5019  0.49
H: -0.5430 4.3677 8.2866  0.33
H: -1.8470 3.6842 7.2011  0.23
H: -0.0044 6.0792 6.4921  0.27
H: -1.3525 5.3871 5.4833  0.34
H: 0.2129 1.8460 7.5464  0.59
H: 0.3721 -2.8353 8.3383  0.45
H: -1.2462 -2.2606 8.7035  0.45
H: 1.2157 -2.2433 10.5364  0.42
H: -0.2211 -3.2545 10.6685  0.46
H: -0.1278 -1.3104 12.1577  0.37
H: -1.4985 -1.4165 11.2837  0.38
H: 0.1077 0.7884 11.4883  0.45
H: -1.2488 0.5594 10.3713  0.35
H: 1.6775 -0.1774 9.8097  0.25
H: 0.8060 1.1681 9.1540  0.32

Atoms 1-3, force components in eV/Å:
Au -0.08 -0.02 0.14
Br -0.09 -0.12 -0.05
C -0.06 0.17 0.05


[4]
Density functional theory data (ωB97M-V/def2-TZVPD) for a structure of composition C12H18F3N2O3PdS3.

Results
Molar mass   497.90 g/mol
LUMO energy   0.0915 hartree
E   -2425.47797 Eh
HOMO-LUMO gap   6.89 eV
Spin multiplicity   1
Charge   -1
HOMO level   -4.403 eV
Energy above the lowest of the compared OMol25 structures with the same formula, charge and spin   7.8 kcal/mol

Last column: Mulliken charge in e.
Atoms and positions in Å:
Pd: -0.5944 -0.3784 -1.0294  0.07
C: -0.9520 -3.3928 2.4441  -1.46
C: -0.4138 -2.4956 1.3660  0.73
S: -1.6528 -1.6456 0.4476  -0.27
C: 0.8735 -2.2722 1.0980  0.45
C: 2.0522 -2.8839 1.7991  -1.57
S: 1.3027 -1.1532 -0.1905  -0.42
H: -1.8141 -3.9520 2.0748  0.38
H: -1.2918 -2.8152 3.3094  0.24
H: -0.2070 -4.1121 2.7834  0.38
H: 1.7610 -3.3819 2.7237  0.38
H: 2.7841 -2.1122 2.0505  0.31
H: 2.5586 -3.6121 1.1597  0.32
C: 2.6425 4.5513 0.2335  -1.90
C: 2.2278 3.0740 0.2502  2.40
C: 0.6989 2.9594 0.2775  -0.93
C: 2.8019 2.3436 -0.9687  -1.38
C: 2.7870 2.4614 1.4713  -0.18
N: 3.2223 2.0029 2.4310  -0.64
H: 2.2251 5.0236 -0.6571  0.41
H: 3.7284 4.6542 0.2062  0.42
H: 2.2639 5.0718 1.1134  0.40
H: 0.3000 3.3976 -0.6392  0.42
H: 0.2799 3.4824 1.1369  0.38
H: 0.3835 1.9153 0.3093  -0.18
H: 2.4170 2.8107 -1.8764  0.36
H: 2.4958 1.2990 -0.9757  0.05
H: 3.8918 2.3963 -0.9753  0.44
F: -2.6122 0.6855 -5.1364  -0.22
C: -1.3928 0.5039 -4.6184  0.64
F: -0.4937 0.9386 -5.5085  -0.23
F: -1.2047 -0.8037 -4.4387  -0.23
S: -1.2245 1.4241 -3.0359  1.46
O: 0.1314 1.0759 -2.5860  -0.66
O: -1.4540 2.7883 -3.3911  -0.61
O: -2.2053 0.7782 -2.1569  -0.78
C: 0.2029 0.3699 3.1523  0.16
C: -0.3066 1.6819 3.5278  0.15
N: -0.7104 2.7125 3.8349  -0.55
H: -0.2034 0.0422 2.1954  -0.31
H: -0.0854 -0.3588 3.9098  0.43
H: 1.2881 0.4078 3.0739  0.16

Atoms 1-3, force components in eV/Å:
Pd 0.07 0.02 0.06
C -0.01 -0.01 -0.01
C 0.03 0.01 0.02


[5]
Density functional theory data (ωB97M-V/def2-TZVPD) for an isolated molecule of C4H7NO2 in a non-equilibrium geometry.

Results
Molar mass   101.10 g/mol
LUMO energy   0.0239 hartree
E   -361.82285 Eh
SMILES   C[C@@H](C=O)NC=O
HOMO-LUMO gap   10.36 eV
Spin multiplicity   1
HOMO level   -9.705 eV
Energy above the lowest of the compared OMol25 structures with the same formula, charge and spin   36.4 kcal/mol

Last column: Mulliken charge in e.
Atoms and positions in Å:
C: 0.0546 0.2344 -1.6718  -1.36
C: 0.1851 0.5762 -0.1320  0.28
C: -1.2672 0.9114 0.2814  0.00
O: -1.6616 2.0413 0.2248  -0.48
N: 0.8690 -0.4452 0.6214  -0.15
C: 0.5107 -1.1911 1.7182  -0.01
O: -0.6066 -1.1143 2.1910  -0.56
H: -0.6777 -0.5672 -1.7261  0.36
H: 1.0021 -0.1154 -2.0608  0.37
H: -0.4463 0.9909 -2.2832  0.36
H: 0.9028 1.3986 -0.1251  0.19
H: -1.7803 0.0073 0.6914  0.37
H: 1.6577 -0.8712 0.1320  0.23
H: 1.2575 -1.8557 2.1388  0.39

Atoms 1-3, force components in eV/Å:
C -0.96 -0.84 1.19
C -0.10 0.76 -1.63
C 1.71 -0.29 0.99